Record 1
Density functional theory data (ωB97M-V/def2-TZVPD) for one molecule with the formula C9H12N2OS at a distorted geometry.

Each line ends with the Löwdin charge.
CARTESIAN COORDINATES (ANGSTROEM)
S  -1.3893  -1.3759  -0.1228  1.0474
O  -2.2137  0.3409  3.3745  0.0403
N  0.7302  0.0990  0.2569  0.0711
N  1.0854  -1.0539  -1.5383  -0.0051
C  0.3718  1.3521  2.3442  -0.0283
C  -2.2853  -0.4278  2.4141  -0.4701
C  0.2253  -0.7836  -0.5522  -0.6311
C  -0.0980  0.3344  1.3524  -0.3055
C  1.7298  -2.6599  -3.0987  -0.1584
C  -3.5071  -1.3590  2.2811  -0.0362
C  0.7236  -1.5356  -2.8714  -0.1827
C  2.3877  -2.7600  -4.2822  0.0023
C  -1.2824  -0.4145  1.3780  -0.4062
H  1.9111  -0.4709  -1.4628  0.1486
H  1.4495  1.4441  2.2642  0.0716
H  0.1669  1.0832  3.3771  0.0734
H  -0.2575  -1.9085  -2.9380  0.0966
H  -4.2181  -0.9477  1.5292  0.0931
H  3.0954  -3.5818  -4.4272  0.0510
H  2.1834  -2.0606  -5.1127  0.0631
H  -4.0793  -1.3750  3.2138  0.0805
H  0.8758  -0.7527  -3.6072  0.1172
H  -0.1201  2.3326  2.1433  0.1054
H  1.8920  -3.3257  -2.2607  0.0976
H  -3.1939  -2.3611  1.9792  0.0645

- HOMO level (hartree) = -0.300
- F_max (eV/Å) = 3.156
- SMILES = C=CCNc1nc(C)c(C(C)=O)s1
- HOMO-LUMO gap (eV) = 8.64
- spin multiplicity = 1
- E_tot (eV) = -25389.5373



Record 2
Density functional theory data (ωB97M-V/def2-TZVPD) for one molecule with the formula C9H12N4 at a distorted geometry.

Each line ends with the Löwdin charge.
CARTESIAN COORDINATES (ANGSTROEM)
N  1.2004  0.0446  -0.0581  -0.0390
N  3.1608  -0.6684  -0.5224  0.0564
N  -1.1651  0.0298  0.0088  -0.0567
N  -2.6051  -1.5171  -0.5977  0.0364
C  0.1694  1.6908  1.2978  -0.0105
C  -3.2636  -0.6807  0.2284  -0.1500
C  1.5457  -0.7981  1.0004  -0.0594
C  2.2647  0.1867  -0.8644  -0.1841
C  -1.3475  -1.1192  -0.6817  -0.1561
C  -0.2506  1.8334  -1.2173  -0.0062
C  -0.0250  0.8905  -0.0378  -0.4490
C  -2.3536  0.3057  0.6498  -0.0701
C  2.7476  -1.2524  0.6116  -0.1720
H  -1.2045  2.4221  -1.1034  0.1204
H  -2.5251  1.1131  1.4204  0.1299
H  0.9330  -0.9151  1.8338  0.0997
H  -4.2990  -0.8382  0.5387  0.0981
H  -0.1875  1.4168  -2.1696  0.0587
H  -0.5745  2.4351  1.4753  0.0609
H  1.2132  2.0707  1.3952  0.1104
H  3.3191  -1.9599  1.2459  0.1149
H  0.0386  0.9830  2.1778  0.0967
H  -0.6082  -1.5628  -1.3660  0.1422
H  0.6109  2.4911  -1.3817  0.0865
H  2.2240  0.7817  -1.8027  0.1418

- HOMO level (hartree) = -0.326
- F_max (eV/Å) = 2.854
- SMILES = CC(C)(n1ccnc1)n1ccnc1
- HOMO-LUMO gap (eV) = 9.43
- spin multiplicity = 1
- E_tot (eV) = -15486.9593



Record 3
Density functional theory data (ωB97M-V/def2-TZVPD) for one molecule with the formula C9H12N6O5 at a distorted geometry.

Each line ends with the Löwdin charge.
CARTESIAN COORDINATES (ANGSTROEM)
O  1.4237  -0.5685  0.3896  0.0082
O  -0.5905  -1.1434  -1.5698  -0.0302
O  -1.6741  1.5688  1.9478  0.0463
O  -1.8412  -0.8865  0.8841  -0.0131
O  0.7218  -2.7245  2.4032  0.0198
N  -1.6515  4.4404  -1.5473  0.1576
N  3.2707  -2.5208  -0.2469  -0.1839
N  -1.6449  3.0093  0.2108  0.1874
N  -0.1389  1.1908  0.3120  0.0768
N  4.3345  -2.4851  -0.5916  0.2241
N  2.1954  -2.7532  0.2088  0.1239
C  -1.2075  1.9482  0.8871  -0.4929
C  -0.6233  -0.9498  1.5695  -0.2211
C  0.0618  -2.2836  1.2546  -0.2389
C  0.4202  -2.0585  -1.2960  -0.1705
C  0.4331  0.1083  1.1092  -0.1899
C  -1.1404  3.3477  -0.9566  -0.3875
C  -0.0872  2.6089  -1.5632  0.0013
C  0.3891  1.5425  -0.8741  -0.0296
C  1.0426  -1.9119  0.1195  -0.3897
H  -1.3531  4.7280  -2.4608  0.1044
H  -2.3119  -0.1123  1.2410  0.0999
H  1.2053  0.9360  -1.2349  0.1365
H  0.0746  -3.0990  -1.3986  0.1327
H  0.9012  0.5663  1.9932  0.1792
H  -1.2602  -1.1613  -0.8608  0.0760
H  -0.7774  -0.8659  2.6485  0.1646
H  1.2047  -1.8777  -2.0387  0.1303
H  0.3229  2.8903  -2.5168  0.1034
H  -0.6793  -3.0209  0.9147  0.1690
H  1.3875  -3.3782  2.1498  0.0958
H  -2.4077  4.9156  -1.0873  0.1103

- HOMO level (hartree) = -0.331
- F_max (eV/Å) = 2.932
- HOMO-LUMO gap (eV) = 9.67
- spin multiplicity = 1
- E_tot (eV) = -28704.5056



Record 4
Density functional theory data (ωB97M-V/def2-TZVPD) for C9H12NO2PS as an isolated structure at a distorted geometry.

Each line ends with the Löwdin charge.
CARTESIAN COORDINATES (ANGSTROEM)
S  -1.4956  -3.0637  -1.2674  0.6891
P  -1.9747  -1.2900  0.5092  0.9162
O  -2.1249  -2.7907  -2.5296  -0.3839
O  -1.4047  -4.4433  -0.8824  -0.3790
N  0.6913  -2.2267  -1.5538  0.0674
C  1.1598  0.8282  0.4173  -0.2310
C  0.2538  -0.8990  1.8298  -0.1294
C  -2.0983  0.0212  -0.5099  -0.3346
C  1.1674  0.0021  -0.6638  0.0035
C  0.7709  0.3319  1.7071  -0.0561
C  0.1747  3.0858  0.3756  -0.0826
C  0.6555  -1.3388  -0.6067  -0.4097
C  1.4833  2.2866  0.3312  -0.1981
C  -0.0527  -1.7015  0.6389  -0.4360
H  -0.3838  2.8561  1.2807  0.0758
H  -0.4516  2.8390  -0.4791  0.0711
H  2.1020  2.5781  1.1826  0.1154
H  1.0836  -1.9302  -2.4388  0.0803
H  -1.3003  0.4624  -1.0746  -0.0089
H  1.5578  0.3543  -1.6101  0.1240
H  0.3820  4.1526  0.3553  0.0728
H  -0.0474  -1.2996  2.7862  0.1123
H  0.9233  0.9648  2.5674  0.1180
H  -0.0285  -2.7773  0.8262  0.1039
H  2.0223  2.5174  -0.5877  0.1122
H  -3.0653  0.4804  -0.6035  -0.0126

- HOMO level (hartree) = -0.315
- F_max (eV/Å) = 1.895
- HOMO-LUMO gap (eV) = 7.95
- spin multiplicity = 1
- E_tot (eV) = -35233.9574



Record 5
Density functional theory data (ωB97M-V/def2-TZVPD) for a 3-piece molecular cluster, C9H12NO3 overall at a distorted geometry.

Each line ends with the Löwdin charge.
CARTESIAN COORDINATES (ANGSTROEM)
O  -3.3666  -0.8760  -1.7741  -0.0271
O  -6.6052  -0.3546  1.1674  0.0427
O  -3.2776  -2.4120  -0.1783  0.0085
N  -5.2852  -1.3678  -0.5009  0.1998
C  3.8653  -0.1683  -0.2995  -0.4043
C  5.1679  -0.1462  -0.6784  0.0142
C  -1.3964  0.7411  0.7168  -0.1161
C  2.6864  -0.1157  -1.2875  -0.0665
C  -2.7227  1.3157  0.5760  -0.2129
C  -3.7712  -1.5788  -0.8643  -0.7994
C  3.4917  -0.0669  1.1560  -0.0767
C  -3.7385  1.9374  0.5212  0.0981
C  -5.8801  -0.8619  0.3778  -0.4243
H  5.2677  -0.3053  -1.7327  0.0478
H  2.6240  -1.1189  -1.7809  0.0873
H  1.6822  0.1240  -0.8035  0.0813
H  -4.7079  2.2510  0.4871  -0.0032
H  5.9161  0.0983  0.0366  0.0437
H  -0.7138  1.5104  1.2353  0.0957
H  2.9644  0.6929  -1.9990  0.0782
H  3.5367  -0.9070  1.7510  0.0475
H  -1.5091  -0.1078  1.3369  0.0582
H  -0.9896  0.5593  -0.2971  0.0794
H  2.5544  0.4444  1.3461  0.0651
H  4.2070  0.7125  1.4880  0.0828

- total charge = -1
- HOMO level (hartree) = -0.180
- F_max (eV/Å) = 3.836
- HOMO-LUMO gap (eV) = 7.66
- spin multiplicity = 1
- E_tot (eV) = -17159.0262



Record 6
Density functional theory data (ωB97M-V/def2-TZVPD) for an isolated ion of composition C9H12NOS and charge +1 at a distorted geometry.

Each line ends with the Löwdin spin population.
CARTESIAN COORDINATES (ANGSTROEM)
S  -1.0007  -2.3298  -0.3254  0.3322
O  1.5816  0.4022  0.7311  0.1831
N  0.8460  -0.0787  -0.3668  0.5637
C  -2.8143  -0.3984  0.0894  0.0137
C  -0.5418  0.3836  -0.1838  0.0391
C  -2.2634  1.9925  0.2510  0.0195
C  0.3279  -2.2798  0.7116  0.6071
C  -3.2206  0.9612  0.3147  0.0089
C  1.4019  -0.0360  -1.7217  0.0515
C  -0.9207  1.6616  -0.0147  0.0078
C  -1.4871  -0.6381  -0.0593  0.0358
C  2.8797  -0.0913  0.7836  0.0170
H  2.3821  -0.0620  -1.5477  0.0009
H  -0.2266  2.3941  -0.0933  -0.0009
H  -3.6008  -1.2363  0.1321  0.0027
H  3.5869  0.3006  -0.1427  0.0048
H  -4.2761  1.2681  0.6104  0.0001
H  0.9351  -0.8393  -2.2151  0.0091
H  0.9553  -3.0614  0.6662  0.0366
H  3.1775  0.2950  1.7857  -0.0013
H  1.2184  0.9969  -2.1433  0.0242
H  0.4161  -1.6013  1.4475  0.0365
H  -2.3903  3.0850  0.3291  0.0016
H  3.0339  -1.0886  0.9615  0.0064

- total charge = +1
- HOMO level (alpha / beta) (hartree) = -0.404 / -0.485
- F_max (eV/Å) = 5.166
- HOMO-LUMO gap (alpha / beta) (eV) = 7.98 / 6.27
- spin multiplicity = 3
- E_tot (eV) = -23886.9688



Record 7
Density functional theory data (ωB97M-V/def2-TZVPD) for one molecule with the formula C9H12O2 at a distorted geometry.

Each line ends with the Löwdin charge.
CARTESIAN COORDINATES (ANGSTROEM)
O  1.0193  -1.5436  -0.0187  0.0705
O  3.3168  -1.5756  0.3575  0.0907
C  -2.3731  -0.1613  -0.5162  -0.1786
C  3.1634  1.3591  0.0057  0.0956
C  2.1856  0.4702  -0.2303  -0.2264
C  -2.0160  0.4648  0.8745  -0.2180
C  0.7191  0.7333  -0.5541  -0.0443
C  -1.1378  -1.0112  -0.9730  -0.1427
C  -0.0195  -0.5362  -0.0821  -0.4278
C  -0.8650  -0.3923  1.2676  -0.1466
C  2.2707  -0.9761  0.0635  -0.3911
H  -1.2800  -1.4104  1.5618  0.1442
H  0.3186  1.7012  -0.1331  0.1443
H  -2.7225  0.6743  -1.2798  0.1331
H  0.8001  0.6958  -1.6600  0.1408
H  -3.2460  -0.9120  -0.5556  0.1198
H  -1.8025  1.5736  0.8584  0.1127
H  4.2079  1.1209  0.2776  0.0824
H  -1.3904  -2.0719  -0.8532  0.1200
H  -0.1957  -0.0808  2.1025  0.1312
H  2.8588  2.4940  -0.1660  0.1139
H  -2.8040  0.2429  1.7402  0.1450
H  -1.0078  -0.8588  -2.0871  0.1317

- HOMO level (hartree) = -0.370
- F_max (eV/Å) = 3.419
- SMILES = C=C1CC2(CCCC2)OC1=O
- HOMO-LUMO gap (eV) = 10.50
- spin multiplicity = 1
- E_tot (eV) = -13621.2860



Record 8
Density functional theory data (ωB97M-V/def2-TZVPD) for a 2-piece molecular cluster, C9H12O4PS overall at a distorted geometry.

Each line ends with the Löwdin charge.
CARTESIAN COORDINATES (ANGSTROEM)
S  -2.6102  1.5124  -0.7486  0.7984
P  0.5382  2.1711  2.4071  0.5085
O  0.5070  0.5209  2.3504  -0.3181
O  1.8352  2.6808  1.8589  -0.3453
O  -3.7548  0.5558  -0.5832  -0.5798
O  -0.0021  2.5952  3.7489  -0.3560
C  -0.7294  -0.0907  2.6476  -0.1721
C  2.3563  -1.8983  -1.6920  -0.0790
C  0.2135  0.9739  -0.5582  -0.1012
C  -1.1654  -0.7175  -1.5362  -0.0911
C  1.1690  -1.0602  -1.4566  -0.3117
C  1.3259  0.1458  -0.7917  -0.0267
C  -0.0790  -1.4381  -1.8394  -0.0940
C  -1.0768  0.5363  -0.8408  -0.3559
C  -2.3851  2.4016  0.7575  -0.2999
H  2.5454  -2.5206  -0.7326  0.1088
H  0.4931  1.9472  -0.1123  0.0712
H  -2.4311  3.4232  0.6766  -0.0766
H  -0.8739  -1.0189  1.9427  0.1162
H  3.2972  -1.4103  -1.9107  0.0630
H  2.1878  0.3579  -0.3114  0.0813
H  -2.9789  1.8505  1.6471  0.0538
H  -2.1740  -0.9417  -1.8768  0.0978
H  -0.7371  -0.4836  3.6647  0.0674
H  -1.5410  0.7075  2.5354  0.0484
H  -0.2437  -2.3881  -2.3221  0.1095
H  2.3105  -2.7019  -2.4843  0.0833

- total charge = -1
- HOMO level (alpha / beta) (hartree) = -0.134 / -0.162
- F_max (eV/Å) = 4.714
- HOMO-LUMO gap (alpha / beta) (eV) = 5.99 / 7.24
- spin multiplicity = 1
- E_tot (eV) = -37841.1087



Energy above the lowest of the compared OMol25 structures with the same formula, charge and spin values (in kcal per mole) by entry order: 28.2 21.5 0.0 3.8 37.4 51.7 30.4 37.1.